Here is C44H93CuN7O17 as an isolated structure at a distorted geometry from the Open Molecules 2025 dataset. Energies are from wB97M-V/def2-TZVPD.

```
162
Properties=species:S:1:pos:R:3:mulliken_charge:R:1
Cu -2.56 3.04 0.41 -0.047
C 3.48 2.75 -2.97 -1.164
C 2.04 3.04 -2.53 0.258
N 1.54 4.09 -3.40 0.442
C 1.93 5.40 -3.60 -0.173
C 0.86 5.96 -4.32 -0.560
N -0.08 5.04 -4.70 0.279
C 0.39 3.87 -4.21 -0.755
C -1.28 5.32 -5.28 -0.594
H 3.88 1.93 -2.37 0.098
H 4.03 3.64 -2.66 0.425
H 3.58 2.60 -4.04 0.432
H 1.83 3.28 -1.49 0.401
H 1.51 2.10 -2.69 -0.354
H 2.74 5.86 -3.07 0.433
H 0.76 7.01 -4.57 0.430
H -0.21 2.97 -4.24 0.560
H -1.27 4.86 -6.27 0.318
H -1.49 6.38 -5.37 0.263
H -2.10 4.94 -4.66 0.208
C 6.26 -5.30 -3.86 -0.862
C 5.91 -6.57 -3.05 -0.692
N 5.32 -6.35 -1.71 0.222
C 5.97 -6.10 -0.52 -0.251
C 4.93 -5.85 0.44 -0.548
N 3.69 -6.03 -0.21 0.161
C 3.89 -6.26 -1.50 -0.230
C 2.31 -5.80 0.31 -0.737
H 5.43 -4.61 -4.04 0.184
H 6.57 -5.75 -4.80 0.362
H 6.96 -4.59 -3.41 0.343
H 6.88 -7.05 -2.91 0.345
H 5.37 -7.27 -3.69 0.409
H 7.04 -5.93 -0.46 0.429
H 5.01 -5.44 1.44 0.532
H 3.15 -6.35 -2.28 0.354
H 1.75 -6.64 -0.11 0.350
H 1.89 -4.90 -0.14 0.161
H 2.32 -5.63 1.38 0.406
C -0.60 0.20 -2.14 -0.868
C 0.07 -0.86 -1.77 -0.148
C 0.20 -1.30 -0.30 0.898
O 0.98 -2.33 0.07 -0.805
C -0.30 -0.58 0.71 0.607
C -0.93 0.68 0.43 -0.229
C -1.23 1.05 -1.05 0.208
O -2.00 2.00 -1.31 -0.178
O -1.48 1.42 1.31 -0.725
O 0.71 -1.43 -2.76 -0.897
H -0.68 0.63 -3.13 0.487
H -0.25 -0.88 1.75 0.643
C -1.70 -4.69 -0.41 -0.559
C -2.64 -3.46 -0.28 0.250
O -4.08 -3.52 -0.54 -0.430
C -4.90 -3.95 0.50 0.761
O -4.62 -4.11 1.70 -0.579
O -6.15 -4.27 -0.02 -0.343
C -7.26 -4.64 0.83 -0.674
H -0.81 -4.48 0.17 -0.113
H -1.51 -4.90 -1.47 0.274
H -2.13 -5.61 0.00 0.473
H -2.16 -2.89 -1.07 -0.006
H -2.53 -2.91 0.66 0.120
H -6.88 -5.07 1.76 0.304
H -8.03 -5.33 0.48 0.274
H -7.83 -3.75 1.06 0.272
C -2.62 -2.47 8.75 -0.794
O -2.56 -1.36 7.85 -0.331
C -2.88 -1.54 6.52 -0.393
C -2.63 -0.29 5.60 -0.539
N -1.26 0.14 5.65 -0.162
C -0.84 1.17 4.71 0.214
C -0.50 2.53 5.28 -0.727
O 0.79 2.42 5.99 -0.300
C 1.17 3.62 6.70 -0.968
H -2.26 -2.30 9.77 0.267
H -2.16 -3.39 8.41 0.313
H -3.65 -2.82 8.83 0.317
H -3.90 -1.92 6.58 0.436
H -2.09 -2.19 6.14 0.089
H -3.28 0.49 6.00 0.314
H -2.99 -0.42 4.58 0.289
H -1.07 0.49 6.58 0.281
H -1.52 1.31 3.86 -0.339
H -0.04 0.70 4.14 -0.073
H -1.24 2.75 6.04 0.652
H -0.49 3.29 4.50 0.443
H 0.89 4.62 6.37 0.366
H 2.25 3.76 6.71 0.238
H 0.82 3.59 7.73 0.374
C 4.03 4.69 4.25 -0.827
O 3.48 3.38 4.15 -0.349
C 2.54 3.32 2.95 -0.955
C 2.09 1.84 2.78 0.159
N 3.16 0.99 2.27 -0.103
C 3.38 1.09 0.78 0.493
C 4.66 0.33 0.51 -0.911
O 4.56 -1.03 0.95 -0.194
C 5.61 -1.92 0.53 -0.819
H 3.21 5.40 4.31 0.331
H 4.47 4.91 3.28 0.324
H 4.74 4.89 5.06 0.272
H 3.09 3.71 2.09 0.598
H 1.72 4.03 3.03 0.561
H 1.18 1.76 2.18 -0.504
H 1.87 1.53 3.80 0.147
H 4.06 1.22 2.67 0.387
H 3.28 2.06 0.28 0.018
H 2.64 0.53 0.21 -0.280
H 5.54 0.92 0.78 0.460
H 4.84 0.27 -0.56 0.421
H 5.86 -2.07 -0.52 0.312
H 5.26 -2.93 0.77 0.150
H 6.56 -1.73 1.03 0.353
C -4.80 0.56 0.88 -0.894
O -4.34 1.69 0.19 0.093
C -5.38 2.28 -0.60 -1.052
C -4.88 3.42 -1.48 -0.600
N -4.04 4.29 -0.69 -0.069
C -3.21 5.25 -1.50 -0.157
C -4.12 6.03 -2.42 -1.086
O -4.42 5.36 -3.66 -0.056
C -4.95 6.28 -4.63 -0.913
H -4.07 0.07 1.52 0.130
H -5.29 -0.15 0.21 0.351
H -5.46 0.93 1.66 0.314
H -6.12 2.70 0.07 0.424
H -5.87 1.64 -1.34 0.463
H -5.70 3.91 -2.00 0.691
H -4.29 2.97 -2.28 0.195
H -4.63 4.83 -0.08 0.200
H -2.47 4.77 -2.13 -0.107
H -2.69 5.85 -0.75 0.418
H -3.64 7.00 -2.56 0.577
H -5.10 6.21 -1.98 0.486
H -4.27 7.10 -4.81 0.342
H -5.86 6.67 -4.16 0.352
H -5.17 5.77 -5.56 0.239
C -2.70 1.19 -6.20 -0.416
O -3.44 2.38 -6.53 -0.496
H -3.37 0.32 -6.18 0.353
H -2.10 0.90 -7.06 0.300
H -2.03 1.29 -5.35 0.023
H -4.05 2.59 -5.82 0.285
C 4.09 -2.03 -2.95 -0.551
O 3.71 -0.65 -2.70 -0.490
H 3.57 -2.41 -3.82 0.283
H 5.17 -1.93 -3.10 0.397
H 3.98 -2.60 -2.03 0.089
H 2.84 -0.72 -2.31 0.138
C -0.96 -3.75 3.34 -0.483
O 0.15 -4.14 2.52 -0.512
H -1.67 -4.56 3.51 0.340
H -0.57 -3.43 4.31 0.280
H -1.55 -2.91 2.97 0.069
H 0.21 -3.66 1.69 0.133
C 1.33 -4.73 -3.76 -0.956
O 1.62 -4.49 -2.38 0.103
H 1.96 -5.48 -4.23 0.354
H 0.32 -5.14 -3.83 0.326
H 1.54 -3.96 -4.51 0.275
H 1.50 -3.54 -2.35 -0.049
```

Its spin multiplicity is 3. As for the total energy: -5034.43912 a.u. As for the total charge: +1.

Here is a 7-piece molecular cluster, C44H98F6N5O8S2 overall at a distorted geometry from the Open Molecules 2025 dataset. Energies are from wB97M-V/def2-TZVPD.

```
163
Properties=species:S:1:pos:R:3:mulliken_charge:R:1
C 3.61 -15.12 17.27 -1.371
C 2.90 -14.92 15.88 0.091
C 1.36 -14.64 15.82 -0.697
O 0.98 -14.25 14.48 -0.321
C -0.38 -14.09 14.34 -0.872
N 3.66 -13.79 15.27 -0.220
H 4.62 -14.10 15.31 0.373
H 3.49 -13.79 14.27 0.351
H 3.42 -12.88 15.63 0.325
H 4.67 -15.36 17.23 0.411
H 3.13 -15.82 17.95 0.356
H 3.67 -14.15 17.76 0.422
H 3.15 -15.78 15.27 0.302
H 1.12 -13.87 16.55 0.346
H 0.75 -15.48 16.17 0.501
H -0.52 -13.38 13.53 0.332
H -0.83 -13.42 15.07 0.346
H -1.04 -14.95 14.31 0.325
C 2.84 -23.60 24.35 -0.840
N 2.31 -25.01 24.03 0.019
C 0.86 -24.99 24.31 -0.901
C 2.44 -25.53 22.59 -1.025
C 3.07 -26.05 24.98 -0.587
C 4.64 -26.26 24.77 -0.518
O 5.38 -25.12 24.97 -0.483
H 2.48 -22.91 23.58 0.385
H 3.92 -23.47 24.26 0.349
H 2.57 -23.34 25.38 0.379
H 0.88 -24.91 25.40 0.416
H 0.38 -25.90 23.95 0.347
H 0.38 -24.21 23.72 0.391
H 2.23 -24.69 21.92 0.440
H 1.82 -26.40 22.36 0.352
H 3.46 -25.48 22.20 0.367
H 2.50 -26.97 24.91 0.429
H 2.92 -25.63 25.97 0.381
H 4.84 -26.64 23.77 0.360
H 4.95 -27.05 25.46 0.402
H 6.29 -25.36 24.74 0.336
C 0.68 -13.31 23.63 -1.205
C 0.06 -13.85 22.29 -0.646
C -1.58 -13.90 22.31 -0.895
C -2.26 -15.04 23.05 -0.892
N -3.80 -15.03 23.08 0.509
C -4.27 -16.24 23.92 -0.552
C -5.06 -15.66 25.13 -0.593
C -5.31 -14.18 24.83 -0.686
C -4.31 -13.76 23.84 -0.511
C -4.47 -15.09 21.65 -0.949
C -4.20 -16.50 20.95 -0.547
C -5.34 -16.91 19.97 -1.488
H 0.63 -13.87 24.57 0.329
H 0.25 -12.34 23.89 0.317
H 1.72 -13.09 23.43 0.374
H 0.42 -14.85 22.06 0.341
H 0.49 -13.19 21.53 0.360
H -1.78 -14.03 21.25 0.281
H -1.98 -12.90 22.44 0.546
H -1.94 -14.88 24.08 0.512
H -2.01 -15.97 22.54 0.631
H -4.91 -16.91 23.35 0.356
H -3.39 -16.79 24.27 0.305
H -6.07 -16.08 25.04 0.272
H -4.57 -15.96 26.05 0.384
H -6.38 -14.03 24.65 0.398
H -5.21 -13.62 25.76 0.338
H -4.70 -13.03 23.14 0.203
H -3.42 -13.36 24.33 0.460
H -4.10 -14.21 21.12 0.508
H -5.52 -15.05 21.93 0.554
H -4.13 -17.36 21.61 0.494
H -3.21 -16.32 20.53 0.365
H -5.15 -17.88 19.52 0.389
H -5.23 -16.21 19.14 0.382
H -6.39 -16.88 20.26 0.358
C -4.17 -24.90 15.89 -1.348
C -5.34 -23.93 16.11 -0.604
C -6.32 -24.42 17.22 -0.329
C -7.09 -23.22 17.87 -0.951
N -8.15 -23.67 18.92 0.436
C -9.06 -24.83 18.44 -0.735
C -10.34 -24.57 19.33 -0.761
C -10.33 -23.21 19.85 -0.494
C -9.20 -22.56 19.15 -0.594
C -7.37 -24.00 20.23 -0.841
C -6.75 -22.69 20.94 -0.619
C -5.45 -22.92 21.80 -1.517
H -3.54 -24.60 15.06 0.387
H -4.65 -25.81 15.53 0.350
H -3.52 -25.15 16.73 0.340
H -5.92 -23.75 15.21 0.370
H -4.93 -22.96 16.37 0.412
H -5.82 -24.98 18.01 0.318
H -7.02 -25.03 16.66 0.308
H -7.58 -22.74 17.02 0.285
H -6.41 -22.53 18.35 0.428
H -8.72 -25.87 18.44 0.349
H -9.26 -24.62 17.39 0.450
H -10.48 -25.40 20.03 0.414
H -11.25 -24.70 18.74 0.371
H -10.01 -23.27 20.89 0.237
H -11.31 -22.75 19.74 0.380
H -8.79 -21.79 19.80 0.395
H -9.41 -22.13 18.17 0.487
H -6.57 -24.69 19.98 0.439
H -7.98 -24.67 20.84 0.603
H -7.53 -22.48 21.67 0.342
H -6.59 -21.81 20.33 0.546
H -4.59 -23.18 21.18 0.409
H -5.58 -23.79 22.44 0.366
H -5.10 -21.97 22.19 0.372
C 0.67 -21.06 12.31 -1.175
C 0.94 -22.42 11.75 -0.672
C 2.01 -23.32 12.44 -0.455
C 2.45 -24.64 11.80 -1.037
N 3.88 -25.07 12.21 0.367
C 4.41 -26.42 11.73 -0.634
C 5.18 -26.09 10.41 -0.628
C 5.96 -24.87 10.82 -0.680
C 4.91 -24.07 11.63 -0.702
C 4.03 -25.01 13.72 -1.142
C 3.06 -25.91 14.58 -0.430
C 3.39 -25.84 16.12 -1.346
H 1.43 -20.61 12.94 0.360
H -0.30 -21.02 12.81 0.269
H 0.73 -20.41 11.44 0.325
H 1.24 -22.35 10.70 0.352
H 0.09 -23.09 11.64 0.414
H 1.63 -23.73 13.37 0.284
H 2.87 -22.79 12.84 0.408
H 2.39 -24.60 10.72 0.510
H 1.93 -25.56 12.04 0.530
H 5.11 -26.82 12.46 0.439
H 3.54 -27.08 11.64 0.339
H 5.77 -26.90 9.98 0.410
H 4.49 -25.73 9.64 0.270
H 6.72 -25.14 11.55 0.339
H 6.31 -24.19 10.04 0.406
H 5.32 -23.36 12.35 0.491
H 4.29 -23.54 10.91 0.347
H 3.99 -23.98 14.07 0.570
H 5.04 -25.38 13.86 0.725
H 3.28 -26.91 14.21 0.357
H 2.03 -25.66 14.33 0.290
H 3.14 -24.82 16.41 0.365
H 4.42 -26.12 16.34 0.350
H 2.81 -26.58 16.67 0.380
C 0.28 -20.20 17.22 0.518
F 1.25 -19.50 16.84 -0.174
F -0.94 -19.78 16.75 -0.239
F 0.52 -21.49 16.88 -0.210
S 0.16 -20.04 19.26 0.990
O 1.19 -21.02 19.76 -0.634
O 0.39 -18.56 19.51 -0.609
O -1.22 -20.50 19.61 -0.641
C 6.49 -20.24 16.03 0.560
F 5.65 -20.61 15.04 -0.210
F 6.72 -18.95 16.03 -0.229
F 5.90 -20.64 17.16 -0.226
S 8.16 -21.18 15.84 1.072
O 7.86 -22.60 15.51 -0.653
O 8.79 -20.58 14.66 -0.666
O 8.84 -20.94 17.09 -0.642
```

As for the total energy: -4005.41049 a.u. As for the total charge: +3.